31
Properties=species:S:1:pos:R:3:mulliken_charge:R:1 method="wB97M-V/def2-TZVPD" gap_ev=7.89 e_homo_ev=-9.4 max_force_ha_per_bohr=0.0156 relative_energy_kj_mol=12.5 energy_ha=-4207.9318
Cu -0.15 0.00 0.10 -0.01
F 1.98 -1.92 -3.64 -0.22
C 1.77 -2.18 -2.35 0.66
F 0.44 -2.25 -2.15 -0.17
F 2.32 -3.35 -2.06 -0.23
S 2.50 -0.78 -1.34 1.15
O 1.38 0.16 -1.29 -0.64
O 3.66 -0.36 -2.04 -0.64
N 2.86 -1.37 0.07 -0.43
S 1.72 -1.71 1.10 1.48
O 0.92 -2.85 0.76 -0.60
O 0.99 -0.55 1.59 -0.80
C 2.78 -2.18 2.55 0.56
F 3.60 -3.17 2.21 -0.20
F 3.49 -1.11 2.93 -0.22
F 2.00 -2.57 3.55 -0.20
N -6.19 2.62 -2.06 -0.29
C -5.80 1.33 -2.10 0.18
S -6.80 0.18 -2.72 -0.37
C -4.44 1.03 -1.57 1.25
C -3.96 -0.28 -1.58 -0.69
C -2.71 -0.56 -1.05 -0.15
N -1.92 0.38 -0.52 -0.37
C -2.36 1.65 -0.54 -0.26
C -3.60 2.00 -1.04 -0.73
H -7.11 2.83 -2.41 0.20
H -5.63 3.37 -1.70 0.15
H -4.57 -1.07 -1.99 0.41
H -2.33 -1.57 -1.05 0.48
H -1.70 2.39 -0.12 0.48
H -3.87 3.05 -1.01 0.24